Record 1
12
Properties=species:S:1:pos:R:3:forces:R:3:lowdin_charge:R:1 method="wB97M-V/def2-TZVPD" lumo_energy_ev=0.440 homo_ev=-9.266
C -0.0980 -0.7228 -0.1745 -2.0 -0.8 1.0 -0.55
C 1.5725 0.9024 0.7364 -1.2 -1.3 -3.9 -0.22
H -2.5653 0.5237 -0.7180 0.8 -0.5 -1.9 0.13
H -0.2811 1.3968 -0.9115 -0.2 -3.3 1.0 0.17
H -1.4104 -2.0805 -0.3086 -4.4 -0.7 -2.1 -0.03
H 1.1833 -1.0766 1.5335 -0.6 1.9 -4.4 0.24
H 2.3876 0.8389 1.4223 0.5 0.4 1.0 0.11
N -0.6930 0.4094 -0.6619 -1.2 2.9 -2.6 0.00
N -0.5706 -1.8893 0.0365 4.2 1.0 1.2 0.15
N 1.0726 -0.4858 0.5005 3.2 2.5 5.3 0.06
O -1.9226 0.3029 -1.4705 0.3 0.0 3.3 -0.06
O 1.3250 1.8809 0.0158 0.6 -2.0 2.2 0.00

***

Record 2
8
Properties=species:S:1:pos:R:3:forces:R:3:lowdin_charge:R:1 method="wB97M-V/def2-TZVPD" lumo_energy_ev=-0.487 homo_ev=-10.047
C -0.6830 -0.1055 0.1483 0.5 -1.0 -0.4 -0.12
C -0.3282 1.1803 -0.5771 3.7 -0.1 -1.0 -0.17
H 1.6695 -1.8493 0.8779 -0.3 2.3 -0.5 0.15
H -1.6954 -0.4598 0.1624 -0.8 0.6 -0.1 0.09
H -1.2085 1.9021 -0.7651 1.3 -0.8 0.2 0.13
N 0.0201 -1.1180 0.5527 0.0 1.7 -0.2 -0.02
O 1.3714 -0.9098 0.6151 0.4 -2.5 0.4 -0.05
O 0.8540 1.3600 -1.0142 -4.8 -0.2 1.6 0.00

***

Record 3
72
Properties=species:S:1:pos:R:3:forces:R:3:lowdin_charge:R:1 method="wB97M-V/def2-TZVPD" spin_multiplicity=6 lumo_energy_ev="2.307 / 2.283" s2=8.778 homo_ev="-2.991 / -4.788" charge=-1
Cr 0.3296 0.5692 -0.3576 -0.1 -0.9 -0.1 0.31
N -0.2941 -0.9573 3.4868 0.5 0.3 0.2 0.12
C -1.5683 -1.4368 3.7171 -0.5 -0.3 -0.1 -0.25
C -1.8462 -2.1949 4.8497 0.1 0.1 -0.1 -0.04
C -3.1349 -2.6392 5.0965 -0.1 0.0 0.0 -0.11
C -4.1512 -2.3693 4.1932 -0.1 -0.1 0.1 -0.11
C -3.8777 -1.6491 3.0416 0.2 0.0 0.1 -0.11
C -2.6044 -1.1606 2.8133 0.6 0.3 -0.2 -0.44
S -2.2987 -0.0451 1.4784 -0.4 -0.2 0.5 0.84
N -0.6232 -0.2080 1.2515 -0.1 -0.7 0.7 -0.46
C 0.1840 -0.5005 2.2727 0.0 0.0 -0.4 -0.40
C 1.5788 -0.3722 2.0475 0.0 -0.1 0.2 -0.24
C 2.6079 -0.7708 2.9408 0.0 0.0 0.0 -0.03
C 3.9224 -0.5966 2.5959 -0.3 -0.1 0.2 -0.10
C 4.2419 -0.0235 1.3580 -0.1 0.2 -0.3 -0.08
C 3.1969 0.3461 0.5288 0.5 -0.1 0.1 -0.13
N 1.9220 0.1808 0.8314 0.4 0.1 0.6 -0.02
H 0.3815 -1.0877 4.2206 -0.1 0.0 -0.1 0.12
H -1.0444 -2.4121 5.5448 0.0 0.0 0.1 0.10
H -3.3416 -3.1911 6.0023 0.0 -0.1 0.0 0.09
H -5.1557 -2.7102 4.3870 -0.1 -0.1 0.0 0.09
H -4.6554 -1.4297 2.3266 -0.1 0.0 -0.1 0.10
H 2.3539 -1.2255 3.8869 0.0 0.0 0.1 0.09
H 4.7111 -0.8995 3.2686 0.0 -0.1 0.1 0.10
H 5.2611 0.1232 1.0448 0.1 0.0 0.0 0.09
H 3.3909 0.7879 -0.4412 0.1 0.1 0.0 0.12
O 4.3150 -1.8377 -4.0112 -0.1 0.4 -0.1 0.11
C 4.0377 -2.7679 -3.1253 0.2 -0.3 0.0 -0.52
O 4.6158 -3.8356 -3.1020 0.0 0.1 0.0 0.07
C 2.9552 -2.4890 -2.1519 -0.5 0.2 0.1 -0.04
C 2.5189 -3.4034 -1.2110 0.2 0.2 -0.2 0.00
N 1.4675 -2.8609 -0.5785 0.1 0.4 -0.4 0.04
N 1.1716 -1.6471 -1.0583 0.5 0.2 -0.4 0.00
C 2.0775 -1.3764 -2.0017 -0.1 -1.3 0.7 -0.13
C 2.1212 -0.0038 -2.5691 0.2 0.8 -0.4 -0.55
O 2.9012 0.2398 -3.5158 -0.3 -0.3 0.4 0.05
O 1.3893 0.8598 -1.9980 0.5 0.0 -0.7 -0.11
H 3.7600 -0.9792 -3.8867 0.1 -0.4 0.1 0.07
H 2.9101 -4.3715 -0.9736 0.0 -0.2 0.0 0.13
H 0.8839 -3.2658 0.1391 0.0 0.1 -0.1 0.16
C -2.4875 5.7662 -1.1261 0.0 -0.3 0.2 -0.07
C -2.7923 4.4356 -0.4603 -0.2 0.0 -0.3 -0.33
O -1.7724 4.0858 0.4576 0.1 0.0 0.0 -0.38
P -0.7239 2.8518 0.2781 -0.6 2.0 -0.2 -0.03
S 0.0347 2.8042 2.1063 -0.2 -0.5 -0.7 0.36
S -1.7221 1.5665 -0.9853 0.4 0.3 0.5 0.41
O 0.3830 3.4245 -0.7844 -0.5 -0.3 0.2 -0.37
C 1.0972 4.6088 -0.4683 0.4 0.4 0.3 -0.33
C 2.5626 4.2971 -0.2124 -0.3 0.0 0.0 -0.08
H -3.3229 6.0622 -1.7541 -0.1 0.1 -0.1 0.07
H -1.5955 5.6835 -1.7400 0.1 0.0 -0.1 0.07
H -2.3227 6.5314 -0.3716 0.0 0.1 0.1 0.07
H -2.8972 3.6398 -1.2074 -0.1 0.3 0.1 0.04
H -3.7193 4.4987 0.1195 0.0 0.0 -0.1 0.12
H 0.6499 5.0874 0.4136 0.1 0.0 -0.2 0.09
H 0.9920 5.2776 -1.3297 0.0 0.0 0.1 0.11
H 2.6638 3.7123 0.7010 0.0 0.0 0.0 0.06
H 3.1252 5.2249 -0.1053 0.1 0.0 0.0 0.07
H 2.9580 3.7203 -1.0448 0.1 0.0 -0.1 0.08
C -3.8482 -2.3065 -2.0323 0.4 -0.1 0.1 -0.35
Sb -1.7431 -2.0506 -1.4909 -0.7 -0.6 -0.7 1.29
C -1.0667 -3.7697 -2.6819 -0.2 0.3 0.4 -0.34
C -1.4436 -0.7570 -3.1881 0.2 0.0 0.2 -0.35
H -3.9415 -2.3608 -3.1139 0.0 0.0 -0.1 -0.01
H -4.4116 -1.4562 -1.6590 -0.1 0.1 0.0 -0.01
H -4.2447 -3.2163 -1.5924 -0.1 -0.1 0.1 -0.02
H -1.6917 -3.8742 -3.5602 -0.2 0.0 -0.2 -0.01
H -1.1060 -4.6905 -2.1096 0.0 -0.2 0.1 -0.02
H -0.0439 -3.5976 -3.0001 0.2 0.1 0.0 -0.02
H -1.3972 -1.3384 -4.1053 -0.1 -0.1 0.0 0.01
H -0.5200 -0.2029 -3.0582 0.0 0.1 -0.1 -0.04
H -2.2624 -0.0469 -3.2334 -0.1 0.1 -0.1 -0.02

***

Record 4
19
Properties=species:S:1:pos:R:3:forces:R:3:lowdin_charge:R:1 method="wB97M-V/def2-TZVPD" lumo_energy_ev=0.906 smiles=CNC(C)C.O homo_ev=-8.428
C -0.5135 -1.7587 -0.7312 0.5 4.3 2.4 -0.07
N 0.6472 -0.8860 -0.2061 -1.5 -1.8 0.5 -0.12
C 0.6621 0.5747 -2.0598 0.2 1.8 -0.9 -0.09
C 0.6141 0.5272 -0.5166 -0.3 -0.9 0.0 -0.48
C -0.7061 1.1845 -0.0503 -0.7 -1.0 -1.6 -0.07
H -1.4917 -1.1901 -0.5490 1.2 -1.8 0.6 0.10
H -0.4441 -1.8064 -1.7405 0.1 -0.7 -3.3 0.01
H -0.2031 -2.6253 -0.2553 -1.0 -2.1 0.9 0.06
H 1.4791 -1.3411 -0.5878 -0.1 0.6 0.2 0.10
H 0.6372 1.6365 -2.4892 0.1 -1.4 0.5 0.09
H 1.5218 0.0185 -2.4942 -0.2 0.6 0.5 0.08
H -0.2273 0.0370 -2.4530 0.4 0.6 0.3 0.06
H 1.4577 0.8539 0.0732 0.5 1.0 -0.5 0.12
H -0.6866 2.2718 -0.1721 -0.1 -0.2 -1.1 0.07
H -1.3740 0.5617 -0.7643 0.0 2.2 1.2 0.08
H -1.1508 1.1519 0.9443 0.8 -1.1 0.4 0.07
H -0.2709 0.2215 5.4135 -0.4 0.2 1.3 0.01
H 0.0537 0.6744 4.0634 0.2 1.2 -1.1 0.01
O -0.0047 -0.1059 4.5749 0.2 -1.4 -0.2 -0.03

***

| no. | electronic energy (eV) |
| --- | --- |
| 1 | -10717.0874 |
| 2 | -7704.5820 |
| 3 | -121886.2896 |
| 4 | -7894.4894 |